(1)
{
  "formula": "C4H5CuO2",
  "method": "the ωB97M-V functional and the def2-TZVPD basis",
  "orbital_gap_ha": [0.3579, 0.2691],
  "homo_ha": [-0.70352, -0.71566],
  "total_charge": 2,
  "spin_multiplicity": 3,
  "max_force_ev_per_a": 4.5,
  "species": ["H", "O", "C", "C", "C", "C", "O", "Cu", "H", "H", "H", "H"],
  "xyz": [[2.777, 0.147, -0.310], [-0.188, -1.468, 2.379], [0.309, -0.852, 1.291], [1.054, 0.275, 1.430], [0.667, 1.262, 0.399], [1.305, 1.353, -0.781], [2.294, 0.510, -1.183], [2.254, -0.356, -2.767], [-0.473, -2.363, 2.170], [0.073, -1.326, 0.336], [1.212, 0.674, 2.433], [0.196, 2.182, 0.750]]
}


(2)
{
  "formula": "C3H9MgO3",
  "method": "the ωB97M-V functional and the def2-TZVPD basis",
  "orbital_gap_ha": 0.3213,
  "homo_ha": -0.50383,
  "total_charge": 1,
  "max_force_ev_per_a": 4.5,
  "species": ["O", "H", "H", "C", "O", "C", "C", "H", "H", "H", "H", "H", "H", "H", "Mg", "O"],
  "xyz": [[0.603, -0.458, 3.193], [1.482, -1.462, 1.802], [1.196, 0.203, 3.551], [-1.683, 1.418, -0.883], [-0.739, 0.535, -0.284], [0.097, -0.178, -1.195], [1.161, -0.967, -0.472], [-2.486, 1.580, -0.157], [-1.189, 2.371, -1.112], [-2.077, 0.969, -1.805], [0.580, 0.567, -1.844], [-0.549, -0.845, -1.785], [1.322, -1.904, -1.026], [2.092, -0.383, -0.441], [-0.599, -0.115, 1.611], [0.791, -1.328, 0.846]]
}


(3)
{
  "formula": "C3H10N2S",
  "method": "the ωB97M-V functional and the def2-TZVPD basis",
  "orbital_gap_ha": 0.3555,
  "homo_ha": -0.31977,
  "max_force_ev_per_a": 2.5,
  "species": ["N", "C", "N", "C", "C", "S", "H", "H", "H", "H", "H", "H", "H", "H", "H", "H"],
  "xyz": [[-2.612, -0.229, -1.127], [-1.492, -0.205, -0.178], [-0.211, -0.306, -0.793], [0.898, 0.507, -0.365], [1.645, -0.184, 0.783], [2.841, 1.081, 1.393], [-3.424, 0.060, -0.590], [-2.819, -1.181, -1.402], [-1.545, 0.621, 0.545], [-1.735, -1.019, 0.534], [-0.286, -0.382, -1.794], [1.603, 0.427, -1.197], [0.677, 1.569, -0.223], [0.926, -0.215, 1.594], [2.172, -1.019, 0.348], [3.362, 0.476, 2.471]]
}